No. 1
Density functional theory data (the ωB97M-V functional and the def2-TZVPD basis) for a 4-piece molecular cluster, C19H50BClO14P3S overall.

The calculation puts the HOMO energy at -11.319 eV. The net charge is +1. As for the total energy: -3714.4726 Eh. For the maximum force, the calculation gives 7.25 eV/A.

```
89
Properties=species:S:1:pos:R:3:forces:R:3
C 3.998815 -0.963419 2.094658 0.2 0.5 0.2
O 3.215114 -2.152069 1.800621 0.5 -0.7 0.7
B 4.010889 -3.150500 1.329457 -0.8 2.2 -1.3
O 4.224500 -3.332451 0.021920 -0.1 -1.6 0.8
S 4.765411 -4.241208 2.670435 0.2 -1.1 0.6
Cl 6.333189 -5.298153 1.985436 -0.4 0.6 0.2
H 3.859994 -0.647116 3.130532 -0.1 -0.3 0.0
H 5.059937 -1.170911 1.905220 -0.1 0.3 0.1
H 3.682138 -0.135122 1.461327 0.0 -0.3 -0.2
H 3.382128 -3.183183 -0.440730 0.3 0.4 -0.4
H 5.273856 -3.366277 3.585924 0.1 -0.1 -0.5
O 3.940569 2.389937 -2.172470 1.7 2.1 -2.0
P 2.878153 2.619742 -3.195516 -5.2 -4.0 2.8
O 1.652152 3.281256 -2.315423 1.2 0.7 -0.5
C 1.908349 4.257716 -1.303862 -0.1 0.4 0.4
C 1.665942 5.663021 -1.820000 0.0 -0.1 -0.2
O 2.328350 1.085542 -3.362405 0.3 0.1 -0.5
C 3.126012 -0.022801 -2.972896 0.0 -0.1 0.1
C 2.741470 -0.479587 -1.579088 -0.3 0.0 0.1
O 2.145273 2.922809 -4.629002 2.6 1.0 0.2
C 2.048652 4.260304 -5.124966 -0.2 0.6 -0.4
C 3.398236 4.931629 -5.264288 0.1 -0.2 0.0
H 2.921460 4.177622 -0.908327 0.0 -0.2 -0.1
H 1.220657 4.049562 -0.481816 0.0 -0.1 -0.1
H 2.381320 5.919187 -2.605127 0.0 0.0 0.0
H 1.773467 6.389825 -1.014444 0.0 0.0 0.0
H 0.662261 5.756183 -2.238261 0.0 0.0 0.1
H 4.187273 0.213178 -3.034943 0.0 0.1 0.1
H 2.936017 -0.826019 -3.687682 -0.1 0.1 -0.1
H 2.761439 0.348078 -0.869364 0.2 0.1 -0.1
H 3.415312 -1.263325 -1.227266 0.1 0.1 -0.1
H 1.720308 -0.867971 -1.580633 0.0 0.0 0.0
H 1.371365 4.842864 -4.495556 0.1 -0.1 0.2
H 1.577357 4.192223 -6.106410 0.0 -0.2 0.1
H 3.925164 4.970140 -4.303126 0.0 0.1 0.0
H 3.280787 5.949692 -5.634761 0.0 0.0 0.0
H 4.029976 4.378970 -5.960560 0.0 0.0 0.0
O -4.937006 1.533107 -3.529200 3.2 -1.3 0.2
P -4.162518 2.691420 -4.063581 -5.3 4.7 -1.2
O -4.493074 3.890832 -2.985342 1.0 -0.7 0.0
C -4.571666 3.630912 -1.588330 -0.1 0.1 0.5
C -3.276926 3.993169 -0.883383 0.1 0.0 -0.1
O -5.101810 3.134239 -5.318135 0.7 -0.4 -0.2
C -6.047178 2.226303 -5.887154 -0.4 0.0 0.0
C -7.428768 2.470102 -5.315548 -0.1 0.2 0.1
O -2.954213 3.544557 -4.782385 0.8 -2.5 0.8
C -1.725220 3.759721 -4.095170 0.6 0.2 0.2
C -1.055317 2.471144 -3.668774 0.0 -0.1 0.0
H -4.827989 2.590766 -1.382035 -0.1 0.0 -0.2
H -5.382652 4.247800 -1.197385 0.0 0.0 -0.1
H -2.458741 3.347867 -1.214408 0.0 0.0 0.0
H -3.384277 3.877622 0.196361 0.0 0.0 0.0
H -2.995363 5.026021 -1.094857 0.0 0.0 0.0
H -5.733700 1.193118 -5.743409 0.0 0.0 0.1
H -6.059352 2.409580 -6.963225 0.1 0.1 0.0
H -7.419972 2.455869 -4.225825 0.1 -0.2 0.0
H -8.132632 1.715052 -5.669237 0.0 0.0 0.0
H -7.794170 3.453102 -5.616715 0.0 0.0 -0.1
H -1.887281 4.429823 -3.246319 -0.2 -0.1 0.0
H -1.073167 4.293040 -4.789826 -0.2 0.0 -0.1
H -1.709028 1.884541 -3.010843 0.0 0.1 0.0
H -0.124047 2.679258 -3.136403 -0.3 -0.1 -0.1
H -0.827935 1.852236 -4.538482 0.0 0.0 0.0
O 0.490926 -6.475235 6.324889 0.0 -0.5 -3.4
P -0.584416 -5.517793 5.931007 -1.8 2.7 6.5
O 0.042972 -4.058758 6.387698 0.1 -0.4 -1.2
C 1.416171 -3.762955 6.213902 0.4 0.2 0.2
C 1.655226 -2.947508 4.954657 -0.1 -0.1 -0.1
O -1.671377 -5.766969 7.109443 -0.1 -0.3 -0.8
C -1.659891 -6.970323 7.885717 0.1 -0.1 0.4
C -0.925621 -6.752583 9.192452 0.0 0.2 0.1
O -1.805398 -4.825156 5.072209 1.6 -1.8 -1.5
C -1.546033 -4.151441 3.845039 0.0 0.4 -0.5
C -0.858632 -5.034859 2.823383 0.0 -0.1 0.1
H 2.027498 -4.667813 6.191056 -0.2 -0.1 0.1
H 1.727836 -3.184241 7.085402 -0.1 0.0 0.0
H 1.406978 -3.529118 4.061590 0.0 0.0 0.0
H 2.706957 -2.648459 4.886994 0.0 0.0 0.1
H 1.040045 -2.047433 4.947258 0.0 0.0 0.0
H -1.231268 -7.796689 7.320678 0.1 0.1 0.0
H -2.699888 -7.228838 8.089459 0.0 0.2 -0.1
H 0.068521 -6.335895 9.029950 0.0 -0.1 -0.1
H -0.825824 -7.690366 9.740460 0.0 0.0 0.0
H -1.468643 -6.041930 9.817094 0.0 0.0 0.0
H -0.978869 -3.236560 4.035363 0.1 -0.1 0.1
H -2.514600 -3.838113 3.454086 -0.1 -0.1 0.2
H 0.098167 -5.413513 3.203564 0.0 0.1 0.0
H -0.671168 -4.478615 1.903723 0.0 0.0 0.0
H -1.478961 -5.899404 2.585928 0.0 0.0 0.0
```
Positions in Å, forces in eV/Å.

No. 2
Density functional theory data (the ωB97M-V functional and the def2-TZVPD basis) for a 2-piece molecular cluster, C2H5F3OP overall.

The calculation puts the HOMO energy at -16.666 eV. The net charge is +1. For the energy above the lowest of the compared OMol25 structures with the same formula, charge and spin, the calculation gives 14.92 kcal/mol. As for the total energy: -795.1421 Eh. For the maximum force, the calculation gives 4.15 eV/A.

```
12
Properties=species:S:1:pos:R:3:forces:R:3
C -0.806698 0.778020 -0.169223 0.0 0.2 -0.1
C 1.120878 -0.551965 -0.511617 -0.3 1.3 0.8
O 0.417002 0.482740 -0.825967 2.1 -1.7 0.4
F -1.365602 -3.191146 -1.076719 1.7 1.1 -0.3
F -0.978987 -1.218594 -2.352978 -0.5 0.9 -0.4
F -0.061879 -3.250119 -3.080870 0.5 1.1 1.9
P -0.163383 -2.360134 -1.743854 -2.0 -3.3 -1.4
H -0.941528 1.791119 0.048873 0.7 1.7 0.3
H -0.994718 0.206898 0.682847 0.0 -1.2 1.4
H -1.480704 0.590881 -0.927581 -1.9 -0.6 -1.3
H 1.068779 -1.004938 0.542231 -0.1 0.5 -1.7
H 1.954766 -0.733968 -1.203582 -0.2 0.1 0.6
```
Positions in Å, forces in eV/Å.

No. 3
Density functional theory data (the ωB97M-V functional and the def2-TZVPD basis) for a 2-piece molecular cluster, C4H9N overall.

The calculation puts the HOMO energy at -7.905 eV. The structure (SMILES) is C=CN.C=C. For the energy above the lowest of the compared OMol25 structures with the same formula, charge and spin, the calculation gives 45.36 kcal/mol. As for the total energy: -212.4789 Eh. For the maximum force, the calculation gives 1.57 eV/A.

```
14
Properties=species:S:1:pos:R:3:forces:R:3
C 1.556657 -1.820992 -0.310746 -0.2 0.3 -0.3
C 2.589971 -1.035928 0.029787 -0.5 -0.3 -0.1
N 2.874948 0.242746 -0.390792 0.1 -0.5 0.7
H 0.635487 -1.437086 -0.736401 0.3 0.1 -0.6
H 1.629115 -2.897199 -0.288412 -0.1 0.0 0.9
H 3.278290 -1.395388 0.788049 0.6 -0.3 -0.6
H 3.713331 0.623960 -0.006804 -0.1 0.6 0.0
H 2.240752 0.816828 -0.907379 -0.1 0.0 -0.1
C -2.786155 1.761775 0.398993 -0.7 -1.2 0.7
C -3.314080 0.544165 0.259101 -0.1 0.7 -1.3
H -3.287908 2.358841 1.150604 0.3 0.7 -0.4
H -1.892128 2.065456 -0.121558 0.2 0.2 0.3
H -4.331528 0.351636 0.573889 0.2 -0.2 0.7
H -2.906756 -0.178817 -0.438331 0.1 0.0 0.1
```
Positions in Å, forces in eV/Å.

No. 4
Density functional theory data (the ωB97M-V functional and the def2-TZVPD basis) for C33H42CoN7P as an isolated structure.

The calculation puts the HOMO energy (spin up / spin down) at -6.721 / -6.982 eV. The expectation value of S² is 0.8061. For the energy above the lowest of the compared OMol25 structures with the same formula, charge and spin, the calculation gives 0.00 kcal/mol. As for the total energy: -3390.1990 Eh. The spin multiplicity is 2. For the maximum force, the calculation gives 0.71 eV/A.

```
84
Properties=species:S:1:pos:R:3:forces:R:3
Co -0.020706 -0.184364 0.337548 0.1 0.6 0.4
C 4.198784 -0.558534 0.772135 -0.1 0.0 0.0
C 2.822195 -0.855614 0.780954 0.2 -0.1 0.0
N 1.915005 0.069574 0.599898 -0.4 0.0 -0.5
C 2.280524 1.368335 0.400357 -0.1 0.1 0.0
C 3.628777 1.747439 0.354785 0.1 0.0 0.0
C 4.591665 0.730039 0.550136 0.0 0.1 0.0
C 3.957162 3.108019 0.118545 0.0 -0.1 0.0
C 2.945023 4.001255 -0.057126 -0.2 0.0 0.0
C 1.579160 3.627112 -0.005921 0.2 0.2 0.0
C 1.204243 2.317964 0.220216 0.1 -0.2 0.0
N -0.034042 1.736676 0.293879 0.0 -0.3 0.1
C -1.274640 2.308696 0.181125 -0.1 -0.2 0.0
C -1.656059 3.627379 0.039174 -0.1 0.2 0.0
C -3.023273 3.990031 -0.048473 0.2 0.0 0.0
C -4.029723 3.076167 0.018798 0.0 -0.1 0.0
C -3.695214 1.707272 0.189824 -0.1 0.0 0.0
C -4.652202 0.674990 0.323860 0.0 0.1 0.0
C -4.251828 -0.613872 0.526005 0.1 -0.1 0.0
C -2.873192 -0.897885 0.566714 -0.2 -0.1 0.0
N -1.970969 0.037891 0.420601 0.4 0.1 -0.3
C -2.345110 1.339547 0.255230 0.1 0.0 0.0
H 4.917926 -1.351950 0.921652 0.0 0.0 0.0
H 2.446132 -1.862903 0.905674 0.0 0.0 0.0
H 5.643848 0.988889 0.516942 0.0 0.0 0.0
H 4.994803 3.412730 0.077773 0.0 0.0 0.0
H 3.181251 5.042164 -0.241153 0.0 0.0 0.0
H 0.848485 4.400569 -0.161313 0.0 0.0 0.0
H -0.930564 4.420556 0.007209 0.0 0.0 0.0
H -3.265473 5.039263 -0.165504 0.0 0.0 0.0
H -5.068626 3.373175 -0.042068 0.0 0.0 0.0
H -5.705727 0.925080 0.274900 0.0 0.0 0.0
H -4.966203 -1.416761 0.643180 0.0 0.0 0.0
H -2.485136 -1.899401 0.707061 0.0 0.0 0.0
N 0.027405 -1.945160 -0.197593 -0.2 -0.3 0.3
P 0.386946 -2.758520 -1.427505 0.0 0.0 -0.1
N 1.788237 -2.320492 -2.258035 0.1 0.0 -0.1
C 1.942907 -0.929740 -2.699603 0.0 -0.1 0.0
C 2.766197 -0.860917 -3.979676 0.0 0.0 0.0
C 4.185675 -1.384678 -3.726161 0.0 0.0 0.0
C 4.167973 -2.557764 -2.728760 0.0 0.0 0.0
C 2.810298 -3.249029 -2.725674 0.0 0.1 0.0
N -0.735251 -2.774110 -2.678297 0.0 0.2 -0.1
C -2.152069 -2.829686 -2.359574 0.0 0.0 0.0
C -2.903098 -1.673291 -3.010641 0.0 0.0 0.0
C -2.565691 -1.569385 -4.516442 0.0 0.0 0.0
C -1.638050 -2.700479 -4.957327 0.0 0.0 0.0
C -0.380589 -2.724690 -4.096765 -0.1 -0.1 0.0
N 0.593373 -4.379220 -1.072516 0.1 -0.1 0.0
C 0.311178 -5.463218 -2.008625 0.1 0.0 0.0
C -0.073029 -6.720846 -1.241055 0.0 0.0 0.0
C 1.100996 -7.218346 -0.384849 0.0 0.0 0.0
C 1.960739 -6.039579 0.101523 0.0 0.0 0.0
C 1.120590 -4.775835 0.234513 -0.1 0.0 0.0
H 2.448767 -0.328873 -1.936221 0.0 0.1 0.1
H 0.955075 -0.481847 -2.838980 0.0 0.0 0.0
H 2.796474 0.170278 -4.336917 0.0 0.0 0.0
H 2.280619 -1.453867 -4.758319 0.0 0.0 0.0
H 4.806864 -0.576496 -3.332510 0.0 0.0 0.0
H 4.638377 -1.697454 -4.669439 0.0 0.0 0.0
H 4.360701 -2.193091 -1.716102 0.0 0.0 0.0
H 4.951548 -3.280195 -2.966438 0.0 0.0 0.0
H 2.824244 -4.112380 -2.063601 0.0 0.0 0.0
H 2.599170 -3.626081 -3.739791 0.0 0.0 0.0
H -2.239952 -2.778080 -1.276962 0.0 0.0 0.0
H -2.590539 -3.789343 -2.668912 0.0 0.0 0.0
H -2.621167 -0.751559 -2.496207 0.0 0.0 0.0
H -3.977451 -1.808355 -2.859938 0.0 0.0 0.0
H -2.069473 -0.617026 -4.720968 0.0 0.0 0.0
H -3.476174 -1.579654 -5.117891 0.0 0.0 0.0
H -1.345683 -2.570714 -6.001376 0.0 0.0 0.0
H -2.155903 -3.661247 -4.893799 0.0 0.0 0.0
H 0.194304 -1.818925 -4.313795 0.0 0.0 0.0
H 0.248689 -3.577115 -4.380586 0.0 0.0 0.0
H 1.179118 -5.688023 -2.650030 0.0 0.0 0.0
H -0.497611 -5.155557 -2.671388 0.0 0.0 0.0
H -0.400383 -7.495899 -1.936264 0.0 0.0 0.0
H -0.928452 -6.480599 -0.604601 0.0 0.0 0.0
H 1.717521 -7.908430 -0.965251 0.0 0.0 0.0
H 0.719221 -7.782831 0.468487 0.0 0.0 0.0
H 2.767320 -5.846750 -0.611587 0.0 0.0 0.0
H 2.435051 -6.273942 1.056312 0.0 0.0 0.0
H 1.704902 -3.951675 0.640084 0.0 0.0 0.0
H 0.303185 -4.949716 0.946036 0.0 0.0 0.0
```
Positions in Å, forces in eV/Å.